No. 1
Below is C5H9O4PS as an isolated structure in a non-equilibrium geometry, with properties calculated with ωB97M-V/def2-TZVPD.

The geometry in XYZ format:
```
20
C5H9O4PS, DFT ωB97M-V/def2-TZVPD
C -3.02 -0.49 -0.38
C 1.62 -0.74 0.53
C 0.53 -1.01 -0.44
C 2.28 0.55 0.26
C -0.81 -0.54 0.01
O -1.10 1.40 -1.75
O -2.93 0.85 -0.12
O -0.85 2.23 0.62
O 1.81 1.65 0.94
P -1.26 1.13 -0.34
S -3.77 -1.55 0.69
H -3.11 -0.66 -1.46
H 2.34 -1.55 0.17
H 1.31 -0.76 1.57
H 0.46 -2.10 -0.52
H 0.95 -0.53 -1.26
H 2.46 0.64 -0.91
H 3.40 0.50 0.57
H -1.07 -0.72 1.11
H 0.76 1.71 0.72
```

The calculation puts the energy relative to the best compared isomer or geometry (same formula, charge and spin) at 1.3550 eV. The calculation puts the HOMO-LUMO gap at 5.16 eV. As for the total charge: -2.



No. 2
Below is a 2-piece molecular cluster, C5H9O5 overall in a non-equilibrium geometry, with properties calculated with ωB97M-V/def2-TZVPD.

The geometry in XYZ format:
```
19
C5H9O5, DFT ωB97M-V/def2-TZVPD
O -0.02 1.57 4.99
O 1.11 1.49 5.00
H -0.93 -0.78 4.11
O -1.31 -1.65 4.37
C -2.59 -1.80 3.89
C -3.44 -2.77 4.37
C -4.74 -2.86 3.87
C -5.70 -3.88 4.40
O -5.69 -5.05 3.62
O -5.18 -2.03 2.87
C -2.95 -3.71 5.40
H -2.94 -1.13 3.12
H -5.46 -4.13 5.44
H -6.72 -3.46 4.41
H -6.25 -5.75 4.02
H -6.05 -2.33 2.55
H -1.89 -3.53 5.58
H -3.47 -3.58 6.35
H -3.05 -4.74 5.07
```

The calculation puts the energy relative to the best compared isomer or geometry (same formula, charge and spin) at 0.1842 eV. As for the spin multiplicity: 4. The calculation puts the HOMO-LUMO gap (spin up / spin down) at 7.02 / 8.54 eV.



No. 3
Below is a 2-piece molecular cluster, C5H9O7 overall in a non-equilibrium geometry, with properties calculated with ωB97M-V/def2-TZVPD.

The geometry in XYZ format:
```
21
C5H9O7, DFT ωB97M-V/def2-TZVPD
H 0.12 1.71 -0.41
C -1.07 1.38 -0.17
O -2.03 2.08 -0.05
C -1.11 -0.14 -0.07
C -1.75 -0.75 -1.29
C 0.30 -0.70 0.22
C 1.09 0.07 1.26
O 2.06 0.90 0.67
O 1.44 1.52 -0.56
O 0.72 -1.73 -0.29
O 2.89 -1.53 -1.13
O -1.75 -0.47 1.16
O -3.21 -0.58 0.88
H -1.26 -0.41 -2.20
H -1.63 -1.84 -1.24
H -2.80 -0.45 -1.28
H 1.74 0.94 -1.30
H 0.33 0.60 1.91
H 1.71 -0.60 1.87
H 3.01 -0.72 -0.60
H -3.44 -1.41 1.38
```

The calculation puts the energy relative to the best compared isomer or geometry (same formula, charge and spin) at 2.4250 eV. As for the spin multiplicity: 2. The calculation puts the HOMO-LUMO gap (spin up / spin down) at 8.17 / 6.86 eV.



No. 4
Below is the molecule C5H9OP in a non-equilibrium geometry, with properties calculated with ωB97M-V/def2-TZVPD.

The geometry in XYZ format:
```
16
C5H9OP, DFT ωB97M-V/def2-TZVPD
C -2.04 0.82 -0.93
C -0.90 0.15 -0.81
C -0.82 -1.05 0.20
C 0.33 0.41 -1.62
C 1.71 0.02 1.64
O -1.74 -1.52 0.80
P 0.90 -1.44 0.76
H -2.27 1.60 -1.59
H -2.84 0.52 -0.28
H 1.24 -0.24 -1.55
H 0.61 1.55 -1.69
H -0.11 0.17 -2.62
H 2.31 0.63 1.05
H 2.25 -0.34 2.54
H 1.08 0.67 2.33
H 0.28 -1.95 1.78
```

The calculation puts the energy relative to the best compared isomer or geometry (same formula, charge and spin) at 1.4131 eV. As for the spin multiplicity: 3. The calculation puts the HOMO-LUMO gap (spin up / spin down) at 7.03 / 6.85 eV.



No. 5
Below is a 2-piece molecular cluster, C5H9OS overall in a non-equilibrium geometry, with properties calculated with ωB97M-V/def2-TZVPD.

The geometry in XYZ format:
```
16
C5H9OS, DFT ωB97M-V/def2-TZVPD
C 2.67 -2.06 0.82
C 0.77 1.10 0.53
C 0.34 -0.29 -1.41
C -0.98 -0.70 0.78
C 0.26 -0.28 0.09
O 2.43 -3.15 0.50
S 3.77 -1.03 1.36
H 1.77 1.20 0.75
H 0.26 1.24 1.52
H 0.43 1.95 -0.17
H -0.29 -1.06 -1.78
H 1.22 -0.58 -1.92
H -0.04 0.66 -1.88
H -0.85 -0.98 1.90
H -1.80 0.11 0.82
H -1.36 -1.54 0.13
```

The calculation puts the energy relative to the best compared isomer or geometry (same formula, charge and spin) at 3.7584 eV. The calculation puts the HOMO-LUMO gap (spin up / spin down) at 4.66 / 5.75 eV. As for the total charge: -1.



No. 6
Below is a 14-piece molecular cluster, C60H118N2O24S8 overall in a non-equilibrium geometry, with properties calculated with ωB97M-V/def2-TZVPD.

The geometry in XYZ format:
```
212
C60H118N2O24S8, DFT ωB97M-V/def2-TZVPD
O -3.10 6.95 0.32
C -1.97 6.54 0.24
O -1.67 5.21 0.56
C -0.28 5.11 0.99
C 0.37 6.23 0.14
C -0.68 7.29 0.12
H 0.09 4.15 0.67
H -0.17 5.26 2.04
H 0.57 5.75 -0.85
H 1.35 6.63 0.62
H -0.75 8.01 -0.72
H -0.62 7.93 1.03
O -5.98 -4.26 0.53
C -5.74 -5.16 -0.20
O -4.41 -5.57 -0.32
C -4.28 -6.62 -1.29
C -5.72 -7.12 -1.73
C -6.66 -5.99 -1.20
H -3.59 -7.38 -0.88
H -3.74 -6.19 -2.12
H -5.95 -8.10 -1.30
H -5.90 -7.10 -2.81
H -7.49 -6.37 -0.59
H -7.04 -5.34 -1.99
O 2.77 2.40 4.20
C 1.72 1.96 4.52
O 1.57 0.84 5.23
C 0.22 0.37 5.08
C -0.62 1.58 4.71
C 0.38 2.63 4.23
H -0.12 -0.11 6.04
H 0.33 -0.39 4.27
H -1.18 1.90 5.62
H -1.35 1.23 3.95
H 0.27 3.58 4.77
H 0.32 2.94 3.18
O -2.86 3.13 -4.18
C -2.98 3.09 -3.01
O -2.49 1.98 -2.30
C -2.50 2.32 -0.86
C -3.59 3.37 -0.68
C -3.72 3.98 -2.12
H -1.51 2.79 -0.63
H -2.73 1.41 -0.31
H -3.31 4.11 0.12
H -4.51 2.79 -0.41
H -3.32 5.00 -2.25
H -4.76 4.04 -2.55
C 4.88 5.24 2.80
C 3.55 4.93 2.04
C 3.87 4.87 0.56
S 4.89 6.33 0.37
O 4.13 7.51 0.53
O 5.85 6.29 -0.74
C 5.72 6.24 1.99
H 5.30 4.31 2.99
H 4.60 5.70 3.70
H 2.97 5.78 2.22
H 3.05 3.99 2.33
H 3.05 5.18 -0.13
H 4.25 3.92 0.18
H 5.65 7.23 2.44
H 6.76 6.08 1.84
C 5.70 0.09 1.57
C 4.97 0.81 2.67
C 4.56 -0.26 3.65
S 3.90 -1.58 2.69
O 2.48 -1.48 2.50
O 4.38 -2.85 3.25
C 4.83 -1.11 1.23
H 6.77 -0.30 1.83
H 5.79 0.63 0.62
H 4.20 1.46 2.31
H 5.54 1.59 3.14
H 3.80 -0.03 4.38
H 5.38 -0.57 4.33
H 4.13 -1.02 0.36
H 5.55 -1.95 1.07
C -5.29 -3.39 4.47
C -6.17 -2.93 3.33
C -5.20 -2.30 2.34
S -4.23 -1.22 3.34
O -4.97 0.00 3.59
O -2.87 -1.09 2.93
C -4.34 -2.28 4.79
H -4.71 -4.33 4.27
H -5.87 -3.68 5.41
H -6.87 -2.20 3.65
H -6.75 -3.73 2.92
H -5.72 -1.79 1.56
H -4.62 -3.10 1.84
H -4.68 -1.69 5.61
H -3.35 -2.76 4.95
C -3.50 -1.34 -1.37
C -4.85 -0.71 -1.79
C -5.76 -1.85 -2.05
S -4.75 -2.82 -3.10
O -4.56 -2.23 -4.37
O -5.30 -4.17 -2.99
C -3.21 -2.60 -2.18
H -3.63 -1.63 -0.28
H -2.63 -0.73 -1.48
H -4.68 -0.08 -2.67
H -5.20 -0.04 -0.96
H -6.68 -1.61 -2.69
H -6.09 -2.42 -1.17
H -2.47 -2.43 -2.95
H -2.99 -3.42 -1.45
C -0.05 -0.42 -0.03
C 1.23 -1.06 -0.64
C 2.13 0.06 -1.17
S 1.71 1.48 -0.22
O 0.99 2.45 -1.05
O 2.83 1.93 0.52
C 0.50 0.71 0.88
H -0.68 -1.14 0.50
H -0.63 0.16 -0.75
H 0.89 -1.63 -1.47
H 1.77 -1.57 0.13
H 1.96 0.35 -2.25
H 3.21 -0.07 -1.05
H -0.12 1.57 1.07
H 0.98 0.35 1.77
C -4.87 4.59 5.62
C -5.28 5.40 4.37
C -4.23 5.26 3.23
S -3.00 4.10 3.85
O -1.93 4.85 4.47
O -2.67 3.06 2.86
C -4.04 3.45 5.12
H -5.74 4.32 6.25
H -4.20 5.23 6.21
H -5.38 6.52 4.64
H -6.22 4.98 4.03
H -3.81 6.21 3.08
H -4.72 4.92 2.28
H -3.33 3.08 5.89
H -4.58 2.69 4.62
C 0.97 -4.53 3.06
C 0.43 -5.88 2.64
C -0.44 -5.72 1.40
S -1.47 -4.34 1.84
O -2.45 -4.87 2.78
O -1.89 -3.55 0.72
C -0.14 -3.48 2.76
H 1.79 -4.30 2.41
H 1.21 -4.43 4.11
H -0.23 -6.29 3.43
H 1.19 -6.66 2.58
H -1.03 -6.58 1.22
H 0.15 -5.40 0.56
H -0.70 -3.09 3.64
H 0.23 -2.66 2.16
C -2.30 -0.73 -6.57
C -1.94 0.63 -5.99
C -1.44 0.41 -4.57
S -0.42 -1.04 -4.68
O -0.53 -1.86 -3.47
O 0.91 -0.73 -5.12
C -1.25 -1.76 -6.11
H -2.47 -0.68 -7.70
H -3.27 -1.10 -6.21
H -2.71 1.36 -5.94
H -1.14 1.11 -6.53
H -2.27 0.09 -3.89
H -1.00 1.22 -3.97
H -1.65 -2.68 -5.83
H -0.37 -1.84 -6.80
C 1.64 -5.16 -1.92
C 2.70 -4.13 -1.63
N 4.09 -4.48 -1.80
C 4.43 -5.70 -1.00
C 4.33 -5.46 0.52
C 4.49 -4.71 -3.23
C 4.07 -3.63 -4.23
H 1.90 -5.76 -2.83
H 0.68 -4.64 -1.96
H 1.65 -5.80 -1.08
H 2.50 -3.32 -2.34
H 2.60 -3.73 -0.55
H 3.80 -6.60 -1.30
H 5.44 -5.93 -1.19
H 4.92 -4.69 1.00
H 3.29 -5.44 0.92
H 4.87 -6.27 0.94
H 4.06 -5.64 -3.60
H 5.57 -4.81 -3.19
H 3.00 -3.64 -4.37
H 4.51 -3.81 -5.23
H 4.32 -2.64 -3.92
C 5.72 1.04 -2.28
C 5.74 2.06 -3.51
N 4.45 2.28 -4.15
C 3.51 3.24 -3.46
C 4.15 4.59 -3.25
C 3.79 1.08 -4.66
C 4.71 0.17 -5.49
H 5.03 1.42 -1.52
H 6.76 0.99 -1.95
H 5.49 0.00 -2.49
H 6.14 3.00 -3.06
H 6.46 1.71 -4.28
H 2.70 3.26 -4.21
H 3.12 2.83 -2.52
H 4.93 4.69 -2.53
H 4.55 4.94 -4.16
H 3.31 5.25 -2.97
H 2.92 1.38 -5.24
H 3.34 0.47 -3.87
H 5.38 -0.46 -4.88
H 5.21 0.75 -6.24
H 4.04 -0.44 -6.07
```

The calculation puts the HOMO-LUMO gap at 7.89 eV.